The following is a quantum chemistry calculation of a structure of composition C34H88BF6N6O12Pt, from OMol25.

gap between HOMO and LUMO (spin up / spin down): 1.9 / 5.8 eV
LUMO energy (spin up / spin down): 3.55 / 3.53 eV
HOMO energy (spin up / spin down): 1.6474 / -2.2644 eV
charge: -2
2S+1: 4

Last column: Löwdin charge in e.
Atoms and positions in Å:
Pt  -3.2709  -0.5098  0.5377  0.919
C  -0.0179  0.6534  0.3598  -0.344
O  0.1872  -0.7614  0.2340  -0.104
O  -1.4378  0.8337  0.4551  -0.291
C  0.9398  1.3464  1.4371  -0.500
F  2.2326  0.9522  1.0944  0.057
F  1.0704  2.6379  1.3565  0.158
F  0.7870  1.0685  2.7755  0.091
C  1.0959  -1.2807  -0.6895  -0.293
C  0.4392  -1.5861  -1.9972  -0.067
H  0.2564  -0.6726  -2.5631  0.077
H  1.0923  -2.1159  -2.6906  0.067
H  -0.4190  -2.2417  -1.8498  0.060
H  1.4014  -2.2260  -0.2409  0.099
H  1.9839  -0.7038  -0.9478  0.099
H  0.3275  1.1504  -0.5468  0.139
C  -2.4701  1.2658  -4.2959  -0.463
O  -1.7156  2.4959  -4.3690  -0.093
O  -3.3743  1.4758  -3.2783  -0.169
C  -2.8860  0.8469  -5.7156  -0.542
F  -3.7383  1.6815  -6.2922  0.131
F  -1.9157  0.5760  -6.5924  0.120
F  -3.6876  -0.3080  -5.7276  0.044
C  -0.4977  2.5231  -5.0056  -0.312
C  0.1544  3.8762  -4.6633  -0.062
H  0.1580  4.0194  -3.5828  0.049
H  1.1935  3.8949  -4.9917  0.050
H  -0.5018  4.6804  -4.9963  0.071
H  -0.5732  2.5348  -6.0929  0.104
H  0.1322  1.7135  -4.6370  0.106
H  -1.7627  0.4693  -4.0651  0.118
B  -4.6718  1.3014  -0.1042  -0.498
H  -4.7992  0.5901  0.6971  -0.094
H  -5.5640  1.2956  -0.7110  -0.032
H  -4.6213  2.2885  0.3288  -0.044
H  -3.8340  1.1890  -0.7747  -0.069
C  2.0531  -4.2320  3.3901  -0.227
C  2.5373  -2.8150  3.0496  -0.199
O  2.4248  -1.9280  4.1866  -0.088
O  3.0846  -5.0481  4.0490  -0.122
H  1.7429  -4.6569  2.4355  0.080
H  1.1002  -4.3220  3.9117  0.095
H  1.8787  -2.4680  2.2533  0.111
H  3.5787  -2.8293  2.7280  0.104
H  3.2204  -1.7743  4.7013  0.068
H  2.7158  -5.9321  4.1125  0.062
C  5.7343  -4.0220  -0.7363  -0.070
C  4.5338  -4.2410  0.2149  -0.413
C  3.4408  -5.1498  -0.4111  -0.183
O  2.1865  -4.8501  0.1883  -0.276
C  1.1006  -5.8161  -0.0268  -0.115
N  5.1288  -4.8530  1.4042  0.044
H  6.6712  -3.7247  -0.2653  0.066
H  5.5258  -3.3042  -1.5296  0.064
H  5.9943  -4.9477  -1.2496  0.070
H  3.9878  -3.3086  0.3585  0.122
H  3.5934  -6.1812  -0.0931  0.124
H  3.2246  -4.8597  -1.4393  0.126
H  1.2660  -6.5599  -0.8062  0.074
H  0.3606  -5.0598  -0.2886  0.074
H  0.7560  -6.2889  0.8929  0.041
H  5.6755  -4.1220  1.8365  0.063
H  4.5057  -4.8750  2.1989  0.032
C  -3.3123  -3.4512  -1.5778  -0.079
C  -4.1213  -2.1868  -1.8715  -0.346
C  -5.3789  -2.0824  -0.9137  -0.123
O  -4.9729  -2.0121  0.4894  -0.355
C  -6.0737  -1.8588  1.3907  -0.075
N  -3.1632  -1.1442  -1.5328  -0.024
H  -4.0287  -4.2656  -1.4700  0.066
H  -2.5730  -3.3989  -0.7786  0.054
H  -2.7271  -3.6429  -2.4772  0.073
H  -4.4296  -2.1830  -2.9170  0.147
H  -6.0336  -2.9407  -1.0650  0.117
H  -5.8812  -1.1425  -1.1428  0.118
H  -6.7745  -1.0253  1.3413  0.095
H  -5.5516  -1.7419  2.3403  0.076
H  -6.6498  -2.7590  1.1765  0.081
H  -3.4969  -0.3511  -2.0617  0.057
H  -2.2900  -1.3565  -1.9938  0.072
C  4.1970  0.6649  -3.0551  -0.045
C  4.5250  -0.0892  -4.3888  -0.408
C  3.2900  -0.3004  -5.2754  -0.177
O  2.4434  0.8426  -5.3361  -0.175
C  2.8339  1.8454  -6.2567  -0.130
N  5.5859  0.5754  -5.1123  0.020
H  3.5541  -0.0169  -2.4984  0.056
H  3.6987  1.6279  -2.9441  0.079
H  5.0592  0.8768  -2.4229  0.071
H  4.9869  -1.0249  -4.0740  0.118
H  2.6359  -1.0002  -4.7552  0.118
H  3.5267  -0.6301  -6.2870  0.121
H  2.0204  2.5192  -6.5256  0.069
H  2.9252  1.5544  -7.3032  0.080
H  3.7296  2.4377  -6.0696  0.079
H  5.4121  0.6394  -6.1052  0.055
H  5.6417  1.5235  -4.7687  0.059
C  -0.7898  5.1280  -1.0959  -0.118
C  -2.2347  4.9242  -1.2304  -0.400
C  -2.9166  5.4078  -2.5728  -0.175
O  -4.1683  4.7387  -2.8156  -0.150
C  -4.8543  5.4746  -3.8683  -0.116
N  -2.4263  3.5025  -0.8569  0.078
H  -0.5322  5.3835  -0.0680  0.075
H  -0.4246  6.0094  -1.6229  0.063
H  -0.1217  4.3447  -1.4539  0.065
H  -2.6779  5.4807  -0.4046  0.125
H  -2.3195  4.9871  -3.3818  0.098
H  -2.8939  6.4970  -2.6066  0.110
H  -5.5282  6.2701  -3.5502  0.066
H  -5.4766  4.8001  -4.4564  0.079
H  -4.1904  5.9233  -4.6072  0.069
H  -2.0790  3.4774  0.0912  0.060
H  -1.7938  2.8951  -1.3580  0.058
C  -1.6756  -3.3055  3.4799  -0.136
C  -2.5218  -2.2522  2.8794  -0.443
C  -2.5537  -0.8512  3.4820  -0.128
O  -3.6177  -0.0465  2.8185  -0.289
C  -3.8900  1.1026  3.5457  -0.125
N  -2.3887  -2.2760  1.4294  -0.029
H  -2.0784  -3.3715  4.4906  0.055
H  -0.6469  -2.9477  3.5238  0.074
H  -1.8072  -4.3190  3.1010  0.010
H  -3.5610  -2.4962  3.1002  0.118
H  -1.5721  -0.3952  3.3525  0.122
H  -2.7244  -0.9484  4.5541  0.121
H  -3.0395  1.5293  4.0773  0.088
H  -4.6418  1.0269  4.3313  0.082
H  -4.2170  1.8218  2.7947  0.089
H  -3.1180  -2.9361  1.2004  0.067
H  -1.5102  -2.7648  1.3322  0.085
C  4.1324  3.1056  8.8865  -0.058
C  2.9156  3.4724  7.9526  -0.416
C  2.6552  2.5721  6.7720  -0.159
O  3.4408  2.9484  5.5822  -0.209
C  3.5842  2.0207  4.5680  -0.113
N  1.7184  3.5759  8.7986  0.018
H  4.2059  3.6249  9.8420  0.064
H  5.0565  3.0676  8.3097  0.072
H  4.0169  2.1089  9.3124  0.060
H  3.0903  4.4734  7.5583  0.131
H  1.5841  2.6089  6.5733  0.118
H  2.9570  1.5416  6.9595  0.116
H  2.6511  2.0590  4.0061  0.076
H  3.7150  1.0792  5.1015  0.077
H  4.3809  2.2819  3.8715  0.092
H  1.6534  2.7689  9.4024  0.063
H  0.9119  3.5884  8.1908  0.060